Entry 1:
{"formula": "C26H30InN3O2PS2", "method": "ωB97M-V/def2-TZVPD", "elements": ["H", "C", "O", "C", "H", "H", "H", "H", "H", "N", "H", "H", "H", "H", "S", "S", "H", "C", "P", "H", "H", "C", "C", "H", "C", "H", "C", "C", "C", "H", "H", "H", "C", "C", "N", "H", "C", "H", "C", "C", "H", "O", "C", "C", "H", "H", "N", "H", "C", "H", "H", "C", "In", "H", "C", "C", "C", "H", "C", "H", "H", "C", "C", "C", "C"], "xyz": [[-1.334, 2.789, -2.047], [1.094, 4.392, -0.555], [2.954, -2.018, 0.280], [-0.651, 3.066, -1.267], [-2.030, 3.763, 0.325], [-5.402, -0.410, -1.222], [1.321, 3.237, -2.358], [-0.881, 0.251, -4.918], [2.912, 2.854, 3.240], [-2.046, 0.759, 0.787], [-5.121, -0.515, 0.866], [2.861, -4.629, 1.236], [2.768, -4.066, -2.685], [3.676, 1.723, 1.323], [2.271, -1.077, -2.296], [-0.090, -1.763, 0.052], [3.405, -1.713, 2.216], [-0.579, 1.575, 2.480], [1.706, -2.160, -0.752], [3.452, -4.138, 2.832], [3.685, -4.180, -1.195], [-3.196, 0.219, 0.362], [-1.057, 3.780, -0.101], [2.078, 4.827, -0.487], [-3.300, -0.066, -3.835], [-0.020, 5.184, 1.254], [0.708, 3.534, -1.551], [2.721, -4.445, -1.643], [-0.832, 0.472, -3.848], [-0.099, -0.184, -3.382], [-5.404, -0.548, -3.711], [-3.301, -0.114, -4.929], [-4.490, -0.270, -1.784], [-3.291, 0.077, -1.146], [-2.147, 0.282, -1.802], [4.443, -3.799, 1.359], [-0.008, 4.574, 0.347], [1.815, -2.401, 1.963], [-4.067, 0.171, 2.592], [3.401, -3.860, 1.782], [-0.609, 1.544, -3.720], [1.650, -3.738, -0.985], [1.901, 2.539, 3.069], [-2.879, 0.738, 3.015], [1.506, -6.120, -2.243], [1.053, 3.260, 4.910], [0.422, 1.396, 1.619], [2.618, 2.305, 0.027], [-2.125, 0.203, -3.151], [2.558, 0.601, 0.473], [-1.171, 2.384, 4.357], [2.822, -2.438, 1.649], [-0.044, 0.869, -0.696], [2.126, -6.206, -0.574], [2.365, -5.899, -1.595], [2.706, 1.598, 0.852], [0.892, 2.722, 4.010], [3.207, -6.497, -1.891], [-1.891, 1.030, 2.064], [-2.739, 0.931, 4.055], [-4.829, -0.082, 3.327], [-4.499, -0.322, -3.165], [1.628, 1.875, 1.879], [-0.369, 2.226, 3.686], [-4.222, -0.092, 1.244]], "homo_lumo_gap_ev": [4.67, 6.80], "multiplicity": 2, "lumo_ev": [-0.478, -0.470]}



Entry 2:
{"formula": "C3H6N4O", "method": "ωB97M-V/def2-TZVPD", "elements": ["N", "H", "C", "N", "H", "H", "H", "H", "C", "C", "N", "N", "H", "O"], "xyz": [[-2.073, 0.701, -0.177], [-3.851, -0.603, -0.425], [0.012, -0.520, -0.217], [1.219, 1.427, 0.362], [2.049, -1.791, 0.034], [2.151, 2.232, -0.045], [3.308, -0.632, 0.110], [-0.178, -1.619, -0.490], [-0.813, 0.636, -0.318], [1.237, 0.031, -0.096], [-2.509, -0.486, 0.142], [2.259, -0.771, -0.109], [-2.806, -0.539, 1.451], [-0.004, 1.934, -0.222]], "homo_lumo_gap_ev": 7.87, "lumo_ev": 0.410}



Entry 3:
{"formula": "C4H4O", "method": "ωB97M-V/def2-TZVPD", "elements": ["C", "H", "C", "H", "H", "H", "C", "C", "O"], "xyz": [[-0.480, 0.152, -0.516], [-1.409, -0.127, 1.352], [0.824, -0.236, 1.459], [-0.231, 1.177, -2.323], [0.822, -0.987, 2.269], [-0.350, -0.679, -2.400], [-0.486, -0.034, 0.782], [-0.351, 0.230, -1.808], [1.847, 0.332, 1.143]], "homo_lumo_gap_ev": 10.40, "smiles": "C=C=CC=O", "lumo_ev": 0.519}



Entry 4:
{"formula": "C23H43Cl2CrN4O6Si", "method": "ωB97M-V/def2-TZVPD", "elements": ["H", "C", "C", "H", "H", "H", "C", "H", "C", "O", "Cl", "H", "N", "H", "C", "H", "H", "O", "C", "H", "C", "C", "H", "C", "H", "H", "H", "C", "H", "H", "H", "C", "H", "C", "H", "H", "Cr", "C", "H", "H", "O", "H", "O", "H", "O", "H", "C", "C", "H", "C", "H", "Si", "H", "C", "N", "H", "H", "C", "C", "H", "H", "H", "N", "H", "H", "H", "H", "N", "C", "H", "H", "O", "C", "Cl", "H", "C", "H", "H", "H", "C"], "xyz": [[1.251, -5.517, 0.215], [-1.086, -1.707, -1.219], [-1.001, -3.927, 3.523], [-0.268, 5.311, 3.782], [-1.779, 4.480, 3.298], [1.869, -2.134, 3.622], [-0.456, -2.777, -4.926], [-1.250, 4.135, 0.137], [-1.014, -3.110, -0.582], [2.229, 0.320, 0.249], [-0.612, 3.778, -3.239], [-2.470, 5.177, -0.616], [-0.141, 3.196, 3.646], [-1.330, 0.441, -2.697], [-1.073, -1.680, -2.741], [1.447, -0.052, -2.895], [-2.670, -0.437, -3.485], [-1.743, 0.229, 1.194], [-1.412, 5.110, -0.334], [2.022, 5.851, -2.352], [-0.903, -5.737, 0.354], [1.506, 5.443, -1.468], [1.866, -3.866, 3.175], [3.263, -2.187, -2.114], [-0.945, -4.125, 4.598], [-0.860, -6.784, 0.671], [3.783, -2.750, -1.329], [-0.883, 6.850, -2.766], [-0.291, -3.633, -2.913], [-1.202, -3.461, -5.362], [2.974, -1.605, 0.332], [2.689, -0.729, -0.278], [-0.819, -4.859, 2.970], [-0.218, 2.558, 2.488], [2.538, 1.118, -2.096], [-1.200, 4.389, 4.994], [0.246, 0.384, 0.617], [0.219, -3.723, -0.375], [-2.041, -1.236, -0.925], [-1.996, -3.555, 3.263], [0.598, -1.101, 1.971], [-1.205, 5.904, 0.401], [0.545, 1.575, 2.215], [-1.318, -1.859, 1.964], [-2.123, -0.089, 3.294], [-0.184, 7.027, -3.589], [-0.587, -2.720, -3.439], [0.888, 2.809, 4.599], [1.936, 4.462, -1.225], [-1.576, -0.410, -3.348], [-0.952, 2.922, 1.756], [-0.322, 5.317, -1.835], [1.692, 6.128, -0.628], [1.328, -3.076, 3.715], [2.886, -0.885, -1.586], [2.381, -2.760, -2.444], [-3.067, -5.630, 0.410], [-0.282, -1.933, 2.327], [0.276, -5.040, 0.088], [-0.920, 7.754, -2.138], [-1.879, 6.677, -3.186], [-0.578, -1.794, -5.403], [-0.016, -2.915, 3.184], [3.929, -2.038, -2.971], [1.186, 1.780, 4.386], [3.158, 0.047, -3.408], [-3.140, -3.257, -0.403], [-2.029, 0.718, 2.369], [-2.137, -5.099, 0.200], [0.534, -3.168, -5.211], [0.480, 2.900, 5.607], [-0.024, -0.929, -0.807], [2.478, 0.128, -2.555], [-0.119, 2.034, -0.747], [-1.127, -0.239, -4.333], [-2.190, -3.780, -0.253], [1.237, -3.364, 4.765], [1.761, 3.470, 4.514], [1.128, -3.163, -0.613], [-0.890, 4.415, 3.942]], "homo_lumo_gap_ev": [3.71, 7.08], "multiplicity": 5, "charge": -1, "lumo_ev": [2.651, 2.634]}



Entry 5:
{"formula": "C24H38N3O2PPbSi", "method": "ωB97M-V/def2-TZVPD", "elements": ["H", "H", "H", "H", "H", "P", "O", "C", "H", "H", "Pb", "H", "C", "H", "C", "C", "C", "C", "H", "H", "C", "H", "C", "C", "C", "N", "H", "C", "C", "C", "C", "H", "H", "N", "H", "C", "Si", "H", "H", "H", "H", "H", "C", "H", "O", "H", "H", "C", "H", "H", "H", "H", "H", "C", "C", "C", "H", "C", "C", "H", "H", "C", "H", "H", "C", "H", "N", "H", "H", "H"], "xyz": [[1.761, 3.423, -1.854], [1.786, -0.273, -3.849], [3.954, 1.382, 2.253], [2.946, -3.630, 4.079], [1.666, -1.953, -2.180], [0.644, 1.392, -2.506], [-0.331, -0.816, 2.263], [-3.339, 0.537, -0.507], [3.651, 1.215, 0.147], [1.383, -2.717, -0.495], [0.099, 0.566, 0.213], [-0.519, 1.816, -4.563], [-0.995, -0.540, 3.259], [-1.104, -1.609, 7.060], [-2.300, 0.034, 3.453], [-2.547, 0.151, 4.780], [3.035, 0.733, 2.254], [2.574, -2.719, 4.557], [-6.735, 0.048, -1.120], [-2.204, -0.193, 7.274], [-4.719, 0.803, -0.436], [2.349, 1.383, -4.190], [-5.636, -0.152, -0.986], [1.554, -0.407, 5.770], [0.778, -1.188, 4.921], [-1.482, -1.003, -0.973], [-0.434, 0.032, 7.297], [-3.742, 0.621, 5.537], [1.012, 3.163, -2.614], [4.521, -0.371, 0.500], [-1.262, -0.539, 6.831], [3.470, -0.205, 6.709], [-5.100, 1.767, -0.035], [-0.550, -0.773, 4.541], [-4.246, -0.144, 6.152], [3.111, 0.038, 0.882], [-0.888, -2.382, -1.813], [-2.626, 1.226, -0.039], [4.371, -2.361, 5.753], [1.132, -3.722, -2.033], [0.607, -2.826, 3.575], [-3.318, -2.441, -2.119], [-2.808, -0.663, -1.058], [3.072, -0.052, 3.049], [2.178, -0.850, 0.471], [2.896, 0.550, -2.729], [-1.648, 1.623, -3.233], [-0.731, 1.231, -3.672], [0.106, 3.760, -2.442], [-5.874, -2.038, -2.047], [4.920, -1.054, 1.290], [-4.443, 0.977, 4.770], [4.573, -0.939, -0.463], [2.052, 0.686, -3.408], [-3.743, -1.555, -1.638], [1.051, -2.691, -1.577], [-0.878, 0.196, -3.963], [2.859, -0.815, 6.042], [1.282, -2.302, 4.262], [-2.961, 0.195, 2.574], [-0.903, -2.085, -3.285], [3.361, -2.000, 5.475], [5.160, 0.535, 0.513], [1.398, 3.400, -3.616], [-5.133, -1.360, -1.562], [-3.524, 1.420, 6.269], [-1.428, -0.267, 5.419], [-1.565, -3.630, -1.299], [2.094, 1.307, 2.414], [1.114, 0.503, 6.187]], "homo_lumo_gap_ev": 6.95, "lumo_ev": 0.198}



Entry 6:
{"formula": "C14H27FN4OSiTi", "method": "ωB97M-V/def2-TZVPD", "elements": ["H", "H", "H", "C", "C", "H", "C", "H", "H", "O", "N", "C", "H", "C", "H", "H", "H", "N", "C", "C", "H", "C", "H", "H", "H", "C", "F", "C", "N", "C", "H", "H", "N", "H", "C", "Ti", "H", "H", "Si", "C", "H", "H", "H", "H", "H", "H", "H", "H", "C"], "xyz": [[-0.971, -3.853, -0.390], [0.447, -4.649, 0.286], [0.607, -3.659, -1.160], [-0.284, -2.462, 2.599], [1.788, 2.186, -0.395], [-2.399, 0.503, -2.297], [0.149, 2.525, 1.333], [-2.146, -0.521, 1.444], [-1.003, -2.025, -2.153], [-0.006, -0.870, 0.188], [0.763, 0.832, -2.177], [2.060, 1.241, -1.568], [0.864, -0.702, -3.656], [-1.009, -1.017, -2.561], [1.089, -1.194, -1.970], [0.480, 4.164, 2.667], [-0.904, 1.034, 2.456], [0.642, 1.830, 0.262], [2.362, -2.275, 1.187], [2.058, 3.966, 1.186], [3.427, 3.555, -0.452], [0.098, -3.731, -0.193], [2.732, 1.704, -2.294], [2.683, -1.439, 1.814], [-3.805, -0.715, -0.960], [-1.156, 1.897, 1.832], [-1.267, 2.313, -1.641], [2.516, 3.253, 0.050], [-1.918, -0.192, -1.746], [0.844, 3.596, 1.819], [2.535, 0.334, -1.181], [2.625, 4.807, 1.560], [-1.931, 1.379, 0.669], [0.443, 1.523, -2.844], [0.518, -0.545, -2.629], [-0.549, 0.784, -0.659], [-3.693, 0.254, 1.098], [-1.385, -1.076, -3.585], [0.495, -2.210, 0.886], [-2.672, 0.110, 0.732], [-2.460, 2.121, 0.227], [2.941, -2.234, 0.260], [-1.730, 2.607, 2.431], [0.197, -3.295, 3.115], [-0.130, -1.568, 3.211], [-2.455, -1.720, -0.430], [2.627, -3.201, 1.702], [-1.358, -2.666, 2.575], [-2.759, -0.698, -0.648]], "homo_lumo_gap_ev": [4.81, 8.97], "multiplicity": 3, "lumo_ev": [0.337, 0.328]}



Number 1: maximum force 1.84 eV Å⁻¹. Number 2: maximum force 9.09 eV Å⁻¹. Number 3: maximum force 0.74 eV Å⁻¹. Number 4: maximum force 3.14 eV Å⁻¹. Number 5: maximum force 3.57 eV Å⁻¹. Number 6: maximum force 2.64 eV Å⁻¹.